Formula: C24H32F6N5
Source: the Open Molecules 2025 dataset
Level of theory: the ωB97M-V functional and the def2-TZVPD basis

Structure (ORCA input):
```
! RIJCOSX wB97M-V def2-TZVPD def2/J DEFGRID3
* xyz 1 1
C 5.2617 3.8196 2.3652
N 5.1533 2.8085 1.3378
C 6.3877 2.4719 0.6374
C 6.4449 3.2375 -0.6598
F 7.6010 3.0936 -1.3596
F 5.4060 2.8380 -1.4719
F 6.2566 4.5780 -0.4228
C 3.9779 2.1272 1.1113
C 3.9308 0.7098 1.1653
C 2.7289 0.0535 0.9537
C 1.5643 0.7487 0.4896
C 0.3629 0.0301 0.2688
C -0.9229 0.5960 0.0470
C -1.9918 -0.2104 -0.4722
C -3.2391 0.3172 -0.7306
C -3.5057 1.6953 -0.4950
N -4.7495 2.2438 -0.7962
C -5.2207 2.2558 -2.1620
C -5.7627 2.5580 0.2206
C -5.5278 3.8887 0.8783
F -6.5747 4.2934 1.6533
F -4.4118 3.8337 1.6834
F -5.2899 4.8606 -0.0615
C -2.4619 2.5055 0.0142
C -1.2631 1.9479 0.3811
C 1.7161 2.1563 0.2622
C 2.8002 2.8429 0.7631
H 4.5545 3.6058 3.1790
H 6.2726 3.8036 2.7902
H 5.0505 4.8265 1.9777
H 7.2411 2.7638 1.2586
H 6.3957 1.4052 0.3978
H 4.8537 0.1864 1.4269
H 2.6639 -1.0140 1.1435
H 0.4340 -1.0586 0.2888
H -1.7959 -1.2687 -0.6769
H -4.0702 -0.2987 -1.1021
H -4.6403 1.5388 -2.7521
H -6.2769 1.9677 -2.2076
H -5.1105 3.2611 -2.6035
H -6.7405 2.6047 -0.2729
H -5.7347 1.8057 1.0158
H -2.6262 3.5838 0.0983
H -0.5625 2.5731 0.9294
H 0.9493 2.7103 -0.2809
H 2.8192 3.9384 0.8040
C -2.5932 -4.5308 -0.2615
N -1.3242 -4.2530 0.3569
C -1.3818 -3.6379 1.6695
C -0.0761 -4.3577 -0.2074
N 0.8845 -3.6772 0.3728
N 0.1613 -5.1735 -1.2908
C -0.8287 -5.6685 -2.2259
C 1.5356 -5.5353 -1.6037
H -2.6199 -4.1700 -1.2998
H -2.8467 -5.6027 -0.2452
H -3.3517 -3.9803 0.3119
H -0.3393 -3.4378 1.9428
H -1.9359 -2.6890 1.6361
H -1.8489 -4.3158 2.3979
H 1.7725 -3.8328 -0.0997
H -1.6015 -6.2842 -1.7382
H -1.3060 -4.8429 -2.7871
H -0.3092 -6.3317 -2.9357
H 2.0740 -5.6804 -0.6604
H 1.5491 -6.4824 -2.1501
H 2.0385 -4.7523 -2.1975
*
```

The HOMO energy comes out at -10.571 eV. The total energy is -1806.41258 a.u. For the orbital gap, the calculation gives 0.20107 hartree. For the strongest force on any atom, the calculation gives 1.699 eV Å⁻¹. The LUMO energy comes out at -0.1874 Ha.